Entry 1:
Computed, not measured: an isolated molecule of C9H10O in a non-equilibrium geometry, with ωB97M-V with the def2-TZVPD basis set.

Structure (XYZ):
```
20
Properties=species:S:1:pos:R:3:mulliken_charge:R:1
C -2.57 0.75 0.05 -1.228
C -1.22 0.17 0.12 0.682
C -0.01 1.11 0.11 0.472
O -0.06 2.33 0.16 -0.672
C 1.15 0.19 0.02 0.970
C 2.56 0.65 0.04 -1.574
C 0.79 -1.14 0.63 -0.794
C -0.74 -1.16 0.65 -0.582
C -0.75 -0.99 -0.86 -0.882
C 0.74 -0.95 -0.83 -0.219
H -2.79 1.10 1.10 0.315
H -3.46 -0.08 -0.14 0.284
H -2.75 1.56 -0.66 0.312
H 3.05 1.01 -0.92 0.279
H 3.44 0.04 0.47 0.327
H 2.73 1.59 0.59 0.388
H 1.39 -1.73 1.24 0.502
H -1.47 -1.67 1.21 0.537
H -1.54 -1.18 -1.54 0.521
H 1.51 -1.58 -1.43 0.362
```

## Properties
- largest force on an atom (Eh/bohr) = 0.0885
- SMILES = C[C@]12C(=O)[C@]3(C)[C@@H]4[C@H]1[C@H]2[C@@H]43
- E_HOMO (eV) = -8.624
- HOMO-LUMO gap (eV) = 9.60
- E_LUMO (eV) = 0.98
- total charge = 0


Entry 2:
Computed, not measured: a cluster of 8 separate species, C32H64O20 in total in a non-equilibrium geometry, with ωB97M-V with the def2-TZVPD basis set.

Structure (XYZ):
```
116
Properties=species:S:1:pos:R:3:mulliken_charge:R:1
C 1.89 0.65 2.03 -0.938
C 3.38 0.46 2.28 0.606
O 3.75 1.35 3.32 -0.348
C 4.65 2.30 3.05 0.819
O 5.25 2.43 2.03 -0.536
O 4.69 3.09 4.10 -0.375
C 5.58 4.21 4.02 -0.621
H 1.39 0.71 2.99 0.481
H 1.43 -0.12 1.40 -0.009
H 1.81 1.54 1.39 0.168
H 4.02 0.49 1.40 -0.272
H 3.49 -0.58 2.63 0.232
H 6.59 3.83 3.84 0.293
H 5.51 4.79 4.93 0.214
H 5.29 4.79 3.14 0.289
C -6.36 -2.73 -2.18 -1.168
C -5.63 -1.97 -3.26 -0.112
O -4.70 -2.86 -3.87 -0.289
C -3.84 -2.33 -4.72 0.836
O -3.73 -1.18 -5.01 -0.577
O -3.03 -3.29 -5.12 -0.322
C -1.97 -2.95 -6.00 -0.660
H -5.62 -2.86 -1.37 0.224
H -6.59 -3.77 -2.41 0.319
H -7.21 -2.21 -1.77 0.378
H -5.11 -1.14 -2.80 0.221
H -6.33 -1.58 -4.00 0.378
H -1.46 -2.05 -5.67 0.295
H -2.39 -2.77 -6.99 0.310
H -1.28 -3.79 -6.07 0.232
C -1.24 4.17 -1.74 -1.387
C -1.00 3.41 -0.42 0.672
O -1.43 4.25 0.66 -0.470
C -2.70 4.31 0.99 0.850
O -3.64 3.86 0.38 -0.597
O -2.81 5.07 2.07 -0.398
C -4.14 5.23 2.58 -0.542
H -0.61 5.05 -1.80 0.348
H -2.29 4.45 -1.85 0.432
H -1.01 3.46 -2.54 0.309
H 0.07 3.27 -0.28 0.023
H -1.62 2.52 -0.38 0.103
H -4.79 5.69 1.83 0.281
H -4.08 5.93 3.41 0.233
H -4.47 4.25 2.91 0.202
C 2.81 -1.79 -3.31 -1.044
C 3.30 -2.09 -1.92 0.554
O 4.54 -1.38 -1.76 -0.310
C 5.13 -1.47 -0.56 0.772
O 4.70 -2.12 0.36 -0.567
O 6.13 -0.61 -0.50 -0.307
C 6.85 -0.58 0.72 -0.591
H 3.36 -2.25 -4.13 0.407
H 2.95 -0.74 -3.57 0.135
H 1.73 -1.93 -3.42 0.189
H 3.44 -3.15 -1.71 0.391
H 2.61 -1.68 -1.18 -0.351
H 7.50 0.29 0.74 0.252
H 7.43 -1.50 0.87 0.310
H 6.16 -0.57 1.56 0.211
C 1.69 -3.56 1.55 -0.297
C 0.83 -4.75 1.94 -0.574
O 0.37 -5.42 0.78 -0.352
C -0.83 -5.19 0.29 0.965
O -1.71 -4.58 0.85 -0.610
O -0.87 -5.68 -0.94 -0.374
C -2.03 -5.46 -1.74 -0.586
H 1.08 -2.74 1.16 -0.243
H 2.44 -3.86 0.82 0.233
H 2.21 -3.08 2.38 0.390
H 0.02 -4.48 2.61 0.355
H 1.51 -5.45 2.44 0.368
H -2.27 -6.37 -2.29 0.337
H -1.82 -4.61 -2.39 0.116
H -2.83 -5.15 -1.06 0.342
C -4.27 0.73 2.42 -0.892
C -3.10 1.08 3.31 -0.302
O -3.51 1.79 4.48 -0.265
C -3.82 1.09 5.55 0.660
O -3.87 -0.11 5.67 -0.558
O -4.12 1.95 6.53 -0.358
C -4.17 1.44 7.85 -0.647
H -5.12 0.39 3.01 0.406
H -3.93 0.00 1.68 0.121
H -4.56 1.61 1.84 0.171
H -2.30 1.59 2.77 0.271
H -2.55 0.20 3.65 0.448
H -3.22 0.99 8.12 0.299
H -4.99 0.71 7.92 0.287
H -4.40 2.25 8.53 0.224
C 4.06 2.24 -1.42 0.782
C 2.80 2.82 -2.08 0.280
C 3.12 2.86 -3.57 -0.600
O 4.07 1.82 -3.74 -0.455
C 4.94 1.83 -2.63 -0.536
H 3.79 1.31 -0.92 -0.753
H 4.57 2.93 -0.75 0.398
H 2.41 3.78 -1.73 0.338
H 1.96 2.15 -1.85 -0.557
H 3.66 3.76 -3.90 0.335
H 2.24 2.72 -4.19 0.336
H 5.75 2.55 -2.80 0.277
H 5.35 0.85 -2.40 0.194
C -0.78 -1.30 -2.24 -0.614
C -2.07 -1.58 -1.46 0.181
C -1.66 -1.07 -0.06 0.738
O -0.76 0.00 -0.30 -0.151
C -0.17 -0.07 -1.55 0.883
H -0.95 -1.21 -3.32 0.273
H -0.08 -2.12 -2.10 0.051
H -2.39 -2.61 -1.53 0.200
H -2.90 -0.98 -1.84 -0.129
H -1.16 -1.82 0.57 -0.044
H -2.54 -0.71 0.47 -0.881
H 0.92 -0.12 -1.51 -0.682
H -0.40 0.82 -2.16 0.019
```

## Properties
- largest force on an atom (Eh/bohr) = 0.0426
- SMILES = CCOC(=O)OC.CCOC(=O)OC.CCOC(=O)OC.CCOC(=O)OC.CCOC(=O)OC.CCOC(=O)OC.C1CCOC1.C1CCOC1
- E_HOMO (eV) = -9.575
- HOMO-LUMO gap (eV) = 10.14
- E_LUMO (eV) = 0.56
- total charge = 0


Entry 3:
Computed, not measured: a cluster of 2 separate species, C3H3FN2S in total in a non-equilibrium geometry, with ωB97M-V with the def2-TZVPD basis set.

Structure (XYZ):
```
10
Properties=species:S:1:pos:R:3:mulliken_charge:R:1
C -0.60 0.95 0.07 -0.300
C 0.73 0.90 -0.40 -0.095
C -0.36 -1.26 0.39 0.479
N -1.13 -0.24 0.40 -0.425
N -0.62 -2.46 0.67 -0.320
F -1.35 -2.82 2.51 -0.342
S 1.42 -0.64 -0.35 -0.160
H -1.11 1.82 0.04 0.480
H 1.18 1.80 -0.78 0.360
H 0.09 -3.21 0.80 0.323
```

## Properties
- largest force on an atom (Eh/bohr) = 0.0931
- E_HOMO (spin up / spin down) (eV) = -10.054 / -9.003
- HOMO-LUMO gap (spin up / spin down) (eV) = 7.61 / 7.19
- E_LUMO (spin up / spin down) (eV) = -2.44 / -1.81
- total charge = 0


Entry 4:
Computed, not measured: a cluster of 2 separate species, C3H8NO2S in total in a non-equilibrium geometry, with ωB97M-V with the def2-TZVPD basis set.

Structure (XYZ):
```
15
Properties=species:S:1:pos:R:3:mulliken_charge:R:1
O -1.86 -1.80 -0.78 -0.540
C -0.84 -1.64 -0.14 0.024
N 0.12 -0.67 -0.32 -0.001
C 1.10 -0.44 0.67 -0.423
C 1.13 1.01 1.20 -0.725
S 2.24 2.15 0.22 -0.643
H -0.45 -2.45 0.45 0.314
H -0.22 0.13 -0.93 0.092
H 2.09 -0.72 0.17 0.216
H 1.20 -1.17 1.70 0.278
H 1.77 1.03 2.22 0.156
H 0.02 1.35 1.44 0.247
H -1.92 1.74 -1.58 0.345
H -1.90 0.33 -2.18 0.323
O -2.48 1.14 -2.14 -0.662
```

## Properties
- largest force on an atom (Eh/bohr) = 0.0869
- E_HOMO (eV) = -2.822
- HOMO-LUMO gap (eV) = 6.47
- E_LUMO (eV) = 3.65
- total charge = -1


Which of these has the lowest total charge? C3H8NO2S


What did the first record say?
Computed, not measured: an isolated molecule of C9H10O in a non-equilibrium geometry, with ωB97M-V with the def2-TZVPD basis set.

Structure (XYZ):
```
20
Properties=species:S:1:pos:R:3:mulliken_charge:R:1
C -2.57 0.75 0.05 -1.228
C -1.22 0.17 0.12 0.682
C -0.01 1.11 0.11 0.472
O -0.06 2.33 0.16 -0.672
C 1.15 0.19 0.02 0.970
C 2.56 0.65 0.04 -1.574
C 0.79 -1.14 0.63 -0.794
C -0.74 -1.16 0.65 -0.582
C -0.75 -0.99 -0.86 -0.882
C 0.74 -0.95 -0.83 -0.219
H -2.79 1.10 1.10 0.315
H -3.46 -0.08 -0.14 0.284
H -2.75 1.56 -0.66 0.312
H 3.05 1.01 -0.92 0.279
H 3.44 0.04 0.47 0.327
H 2.73 1.59 0.59 0.388
H 1.39 -1.73 1.24 0.502
H -1.47 -1.67 1.21 0.537
H -1.54 -1.18 -1.54 0.521
H 1.51 -1.58 -1.43 0.362
```

## Properties
- largest force on an atom (Eh/bohr) = 0.0885
- SMILES = C[C@]12C(=O)[C@]3(C)[C@@H]4[C@H]1[C@H]2[C@@H]43
- E_HOMO (eV) = -8.624
- HOMO-LUMO gap (eV) = 9.60
- E_LUMO (eV) = 0.98
- total charge = 0


largest force on an atom of number 3 (C3H3FN2S)? 0.0931 Eh/bohr